9
Properties=species:S:1:pos:R:3:forces:R:3:nbo_charge:R:1 method="wB97M-V/def2-TZVPD" total_energy_ev=-5586.9675 orbital_gap_ha=0.376 relative_energy_ev=2.0087
C -0.666 -0.347 0.049 -0.3 -1.4 -0.1 0.275
H 1.788 -0.826 -0.744 -0.1 0.5 0.3 0.350
H 2.224 -0.343 0.828 -1.3 0.6 -1.6 0.354
H 0.388 1.403 -0.238 -0.1 -0.1 0.1 0.373
H -0.340 -1.430 0.073 -0.6 1.0 0.1 0.146
H -2.033 0.949 -0.084 -0.2 0.0 0.1 0.320
N 1.740 -0.049 -0.077 1.8 -1.3 0.9 -0.657
N 0.465 0.447 0.081 -1.0 0.7 0.1 -0.469
N -1.924 -0.066 -0.023 1.8 0.2 0.0 -0.691

=====

12
Properties=species:S:1:pos:R:3:forces:R:3:lowdin_spin:R:1 method="wB97M-V/def2-TZVPD" total_energy_ev=-50558.2876 orbital_gap_ha="0.297 / 0.314" charge=+1 relative_energy_ev=1.7695 multiplicity=3
O -0.636 -1.024 0.486 0.7 0.0 0.3 0.008
C -1.524 -0.057 0.241 -0.8 -1.0 -0.7 0.006
C 0.731 -0.751 0.492 0.2 -0.5 -1.1 0.077
O -2.723 -0.325 0.283 0.4 0.6 0.2 0.004
O -1.104 1.087 -0.164 -0.6 1.1 -0.3 0.062
C 1.468 -0.819 -0.649 -0.6 -0.2 0.9 0.076
H 1.149 -0.654 1.497 -0.2 0.2 -0.4 0.010
H 1.535 1.303 0.885 -0.6 1.4 -1.3 0.263
H 1.036 -1.216 -1.571 0.1 0.3 0.2 0.001
H 2.549 -0.693 -0.554 -0.4 0.0 -0.2 0.002
Ni 0.649 1.649 -0.584 1.6 -1.3 2.1 1.488
Li -3.130 1.500 -0.363 0.1 -0.5 0.2 0.003

=====

35
Properties=species:S:1:pos:R:3:forces:R:3:lowdin_spin:R:1 method="wB97M-V/def2-TZVPD" total_energy_ev=-52688.5732 orbital_gap_ha="0.215 / 0.211" charge=+3 multiplicity=6
C 0.099 -1.944 -0.305 0.1 -2.0 -0.8 0.372
I -0.123 2.906 -0.087 -0.2 2.3 0.1 1.488
H -0.893 -2.416 -0.291 0.2 0.1 0.1 0.032
H 0.762 -2.381 0.453 0.1 -0.1 -0.2 0.047
H 0.564 -2.062 -1.291 0.2 -0.3 0.3 0.040
Ir -0.153 0.060 0.078 -4.1 -1.8 0.7 1.418
P -0.347 0.526 -2.350 0.1 0.9 -3.1 0.253
C 1.253 0.987 -3.113 0.1 -0.1 0.9 0.035
C -0.903 -0.948 -3.273 0.0 -0.4 1.0 0.059
H -2.455 1.712 -2.307 0.0 0.1 -0.3 0.005
H -1.749 1.666 -3.959 0.1 0.0 0.2 0.005
H -1.107 2.819 -2.732 -0.2 -0.2 -0.3 0.014
C -1.535 1.820 -2.892 0.1 -0.1 0.9 0.042
H -1.832 -1.309 -2.807 0.2 -0.1 -0.4 0.001
H -1.087 -0.603 -4.302 0.1 0.0 0.2 0.013
H 1.070 1.123 -4.187 -0.1 0.0 0.1 0.011
H 1.984 0.179 -2.968 -0.1 0.2 -0.1 0.000
H -0.123 -1.721 -3.256 -0.3 0.2 -0.1 0.002
H 1.647 1.914 -2.674 -0.1 -0.2 -0.3 0.002
C 1.674 0.412 -0.065 6.1 1.9 -0.4 0.126
O 2.803 0.644 -0.233 -3.7 -1.2 0.5 0.051
Cl -2.517 0.031 0.020 1.0 0.5 0.2 0.623
C -1.131 -1.168 3.587 -0.6 -0.2 -0.9 0.030
P 0.040 -0.275 2.455 0.9 0.4 3.5 0.210
C 0.117 1.383 3.223 -0.2 0.3 -0.5 0.058
C 1.670 -1.005 2.849 -0.3 0.0 -0.8 0.031
H -2.143 -0.741 3.518 0.4 0.0 0.1 0.001
H -0.768 -1.091 4.643 0.1 0.2 -0.9 0.008
H -1.202 -2.227 3.313 0.1 0.2 0.1 0.000
H 0.307 1.246 4.298 -0.2 -0.1 -0.2 0.011
H 0.937 1.974 2.810 0.0 -0.1 0.0 0.005
H -0.825 1.925 3.066 0.2 -0.1 0.2 -0.001
H 1.890 -0.839 3.908 -0.2 0.0 -0.1 0.007
H 1.644 -2.074 2.636 0.1 -0.1 0.1 0.001
H 2.432 -0.525 2.237 0.2 -0.1 0.2 0.001

=====

12
Properties=species:S:1:pos:R:3:forces:R:3:nbo_charge:R:1 method="wB97M-V/def2-TZVPD" total_energy_ev=-9138.9364 orbital_gap_ha=0.373 relative_energy_ev=3.9970 smiles="NNC(=O)NN"
C -0.002 0.968 0.017 0.1 -2.8 -1.5 0.753
H -2.691 -0.297 -0.866 2.6 0.1 4.1 0.341
H -2.521 -0.810 0.831 1.2 -0.8 0.5 0.376
H -0.037 -1.047 -0.328 -1.0 -0.6 0.3 0.362
H 1.976 1.477 -0.161 0.8 1.4 -0.3 0.388
H 1.719 -0.723 1.112 0.6 -0.4 -2.5 0.347
H 1.536 -1.332 -0.597 1.3 3.3 1.9 0.329
N -2.024 -0.271 0.148 -2.2 0.9 -6.1 -0.676
N -0.654 -0.267 -0.210 -1.8 1.1 1.8 -0.512
N 1.344 0.742 -0.060 -1.3 1.2 -0.8 -0.482
N 1.890 -0.457 0.072 0.6 -5.6 1.8 -0.630
O -0.536 2.017 0.042 -0.8 2.2 0.6 -0.595

=====

10
Properties=species:S:1:pos:R:3:forces:R:3:nbo_charge:R:1 method="wB97M-V/def2-TZVPD" total_energy_ev=-19474.4829 orbital_gap_ha=0.337 relative_energy_ev=0.6036 smiles="O=C1NN=CNS1"
C -0.820 -0.587 0.486 -1.2 -0.2 0.2 0.501
C 1.709 0.293 -0.541 -0.2 0.4 -0.2 0.217
H 0.397 -2.076 0.989 0.0 -0.1 0.1 0.409
H 2.617 0.546 -1.088 -0.2 -0.2 0.1 0.196
H 1.056 2.249 -0.649 -0.4 -1.0 0.4 0.412
N 0.423 -1.136 0.631 -0.3 0.0 0.2 -0.479
N 1.546 -0.897 -0.137 0.3 0.0 -0.2 -0.279
N 0.803 1.314 -0.282 0.4 0.8 -0.4 -0.785
O -1.849 -1.080 0.919 1.2 0.5 -0.4 -0.579
S -0.877 0.920 -0.485 0.3 -0.3 0.2 0.386

=====

8
Properties=species:S:1:pos:R:3:forces:R:3:nbo_charge:R:1 method="wB97M-V/def2-TZVPD" total_energy_ev=-8062.1597 orbital_gap_ha=0.322 relative_energy_ev=3.9722
C 0.785 -0.541 0.457 0.1 0.4 0.0 0.119
N -0.195 -1.527 0.196 -0.2 0.0 -0.1 -0.352
N -1.124 -1.130 -0.523 -1.0 0.4 -0.8 0.244
N -1.999 -0.826 -1.171 1.0 -0.4 0.8 -0.001
C 0.373 1.775 -0.370 0.1 -0.3 0.2 -0.015
N 0.623 0.681 0.163 -0.1 0.1 -0.1 -0.370
H 1.679 -0.907 0.941 -0.1 0.1 0.0 0.212
H -0.142 2.475 0.307 0.1 -0.1 0.0 0.162